(1)
26
Properties=species:S:1:pos:R:3:forces:R:3 method="wB97M-V/def2-TZVPD" total_charge=+1 de_lowest_kj_mol=0.0 spin_multiplicity=1 total_energy_ev=-14571.1485 mol_weight_g_mol=159.21 e_homo_ev=-12.8 homo_lumo_gap_ha=0.3608
O -1.447968 -1.590456 -1.346917 -0.93 -0.14 -0.23
O 2.604521 -0.107987 0.130162 0.78 0.37 0.41
C -0.483408 -1.814646 -2.379427 0.11 -0.07 -0.41
C 2.732611 -1.487846 -0.225197 0.21 -0.34 0.03
C 0.848452 -1.269726 -1.903417 0.12 0.22 -0.17
C 1.370251 -1.987996 -0.662457 -0.13 -0.23 0.18
H -2.312057 -1.930136 -1.660547 0.78 0.25 0.31
H 3.482420 0.211413 0.426242 -0.78 -0.28 -0.31
H -0.789588 -1.306926 -3.314266 0.09 -0.17 0.37
H -0.394928 -2.896375 -2.597366 -0.06 0.36 0.13
H 3.095781 -2.079236 0.637262 -0.15 0.25 -0.31
H 3.463391 -1.608826 -1.047857 -0.25 0.10 0.26
H 1.578062 -1.377116 -2.729006 -0.28 0.12 0.32
H 0.739492 -0.189176 -1.688977 0.10 -0.42 -0.17
H 0.653952 -1.857036 0.171332 0.31 -0.15 -0.33
H 1.452602 -3.072585 -0.868197 -0.08 0.41 0.13
C -2.808187 2.282733 1.675862 -0.18 0.48 0.38
C -2.286457 3.233592 2.512252 -0.64 -0.15 -0.19
C -0.595888 2.051203 1.680482 -0.27 0.02 -0.01
N -1.740637 1.574173 1.182262 0.47 -0.70 -0.54
N -0.924298 3.061922 2.490922 0.99 0.28 0.32
H -3.839007 2.060793 1.399712 0.52 0.11 0.14
H -2.772337 4.004932 3.109792 0.24 -0.39 -0.30
H 0.409162 1.687073 1.467452 -0.39 0.07 0.03
H -1.798757 0.781093 0.518222 0.13 0.64 0.55
H -0.237188 3.627142 3.021671 -0.74 -0.61 -0.57

(2)
27
Properties=species:S:1:pos:R:3:forces:R:3 method="wB97M-V/def2-TZVPD" total_charge=+1 de_lowest_kj_mol=263.7 spin_multiplicity=1 total_energy_ev=-23948.9678 mol_weight_g_mol=192.31 smiles="C[C@@H](S)C[C@H]1[NH+]=C1c1ccccc1" e_homo_ev=-12.4 homo_lumo_gap_ha=0.2769
C 3.973972 0.042460 0.439441 3.18 0.04 1.20
C 3.249870 -0.967427 -0.092817 0.88 -1.70 -0.48
C 3.495784 1.326875 0.619581 -0.46 0.78 1.48
C 2.004298 -0.707999 -0.562701 -0.95 2.43 1.19
C 2.206331 1.687114 0.253398 0.02 -2.00 -0.24
C 1.436327 0.648867 -0.390703 2.92 -1.09 -0.32
C -1.996619 -0.680368 -0.772556 0.90 -0.82 -1.41
C -0.766778 -0.191035 -1.674233 -1.76 -1.45 1.73
C -2.452271 0.137776 0.460628 1.05 -2.89 -0.44
C 0.281792 0.692588 -1.132356 -2.89 0.53 -0.37
C -3.603253 -0.704857 1.075749 -0.85 3.79 1.56
N -0.711938 1.275528 -1.743037 1.75 -0.55 -0.12
S -0.943158 0.292137 1.630746 -2.52 -2.72 1.19
H 5.018034 -0.281084 0.823728 -1.82 1.07 -0.55
H 3.777883 -1.941027 -0.081267 -1.02 0.42 -0.35
H 4.036318 1.956017 1.340814 -0.07 0.05 -0.83
H 1.370188 -1.495352 -0.868766 -0.58 -0.53 -0.67
H 1.787439 2.576872 0.691611 -0.28 0.35 -0.58
H -2.785877 -0.852982 -1.607694 0.76 0.27 1.80
H -1.750628 -1.662764 -0.278742 -0.07 0.59 -1.13
H -0.541386 -0.972061 -2.451552 -0.12 1.62 0.02
H -2.786425 1.105680 0.226939 -0.39 1.33 -0.17
H -4.473393 -0.811431 0.443467 0.03 0.12 -0.71
H -3.976805 0.028947 1.887467 0.35 -1.73 -0.65
H -3.399236 -1.675786 1.457362 0.76 -0.60 0.44
H -1.094060 2.133508 -2.114956 0.15 0.06 -0.06
H -1.356401 -0.960193 2.420447 1.02 2.65 -1.57

(3)
61
Properties=species:S:1:pos:R:3:forces:R:3 method="wB97M-V/def2-TZVPD" total_charge=0 de_lowest_kj_mol=292.0 spin_multiplicity=1 total_energy_ev=-34994.0096 mol_weight_g_mol=335.39 e_homo_ev=-9.3 homo_lumo_gap_ha=0.3386
C 0.936791 -0.909420 -0.521456 0.04 1.19 0.44
C 0.002880 -1.104709 -1.759505 1.30 0.02 1.05
C 0.150655 -2.481893 -2.387155 0.85 -0.44 0.33
C 0.192611 0.095569 -2.680484 -1.40 0.15 -0.84
C 0.157141 -0.276293 0.674259 1.45 -2.11 -1.22
N 0.721933 -0.814130 1.915489 -0.28 0.27 0.00
C 0.047235 -0.414216 3.137687 0.55 0.24 0.69
H 1.726512 -0.157116 -0.641107 -0.01 -0.20 -0.97
H 1.542230 -1.772340 -0.253345 -0.47 -0.52 0.24
H -0.982138 -1.154092 -1.291485 -0.36 0.62 -0.49
H 0.016272 -3.268020 -1.634293 -0.15 0.17 0.11
H 1.179468 -2.639280 -2.729905 -0.17 0.06 -0.42
H -0.575204 -2.704609 -3.168389 0.13 0.27 -0.22
H -0.268748 -0.128073 -3.647905 0.14 0.08 -0.20
H 1.194657 0.473525 -2.867826 0.43 -0.66 0.15
H -0.369565 0.942106 -2.270451 0.51 -0.40 -0.30
H 0.128074 0.812897 0.628712 1.54 -1.52 -0.88
H -0.852033 -0.657890 0.515281 -0.25 0.18 0.70
H 1.711309 -0.595322 1.981957 -0.04 -0.01 -0.06
H 0.238680 0.606753 3.491617 0.02 0.04 -0.28
H 0.416543 -1.034855 3.955569 -0.37 -0.36 0.04
H -1.035030 -0.469648 3.007422 0.73 -0.57 0.58
H 1.562364 3.001284 0.733836 -0.04 -0.05 0.10
H 0.221178 2.780272 1.557399 0.47 0.19 -0.74
O 0.693416 3.374368 0.930066 0.36 0.21 0.34
H -3.694108 0.074994 -1.539162 -0.23 -0.86 -0.19
H -2.960263 -0.188682 -2.899114 0.07 -0.49 0.02
O -3.460909 0.453895 -2.402815 -0.11 1.13 -0.11
H -2.228240 1.122196 -1.382512 -0.23 0.49 -0.39
H -1.460965 2.491811 -0.984786 -0.12 -0.19 -0.46
O -1.459016 1.511466 -0.931722 -0.14 0.76 1.38
H 4.604581 -2.191897 -0.313337 0.06 0.48 -0.38
H 4.122189 -2.612135 0.991280 -0.26 0.60 0.29
O 4.177056 -1.800387 0.456824 0.18 -0.99 0.12
H -2.211169 -0.102298 2.228992 -0.38 0.54 -0.50
H -3.084903 -1.313154 2.343730 -0.36 0.16 -0.01
O -3.119272 -0.383973 2.040405 0.28 -0.90 0.47
H -2.796572 -3.268729 0.528455 -0.07 -0.04 -0.11
H -1.874683 -3.638220 1.694115 -0.37 -0.08 -0.26
O -2.824569 -3.567643 1.442827 0.18 0.30 0.29
H 2.900232 1.204173 -0.586478 -0.35 -0.07 0.13
H 3.914438 2.145480 -1.105736 -0.26 0.52 0.05
O 3.024667 2.151540 -0.717306 0.53 -0.43 -0.13
H 1.745427 2.750608 -2.703666 0.17 -0.01 0.79
H 1.607681 2.808814 -4.164274 0.26 0.47 -0.07
O 2.014246 3.306031 -3.435716 -0.43 -0.43 -0.65
H -1.173357 1.426492 0.711037 -0.65 0.45 0.32
H -1.631136 2.055544 2.053276 -0.38 0.30 0.21
O -0.944862 1.493770 1.683028 -2.12 1.55 0.99
H 0.217546 -2.864544 1.226165 -0.03 -0.04 -0.42
H 0.106764 -3.131743 2.614034 -0.18 -0.49 0.17
O -0.129884 -3.577022 1.784323 0.48 0.47 0.42
H -4.673268 -1.661850 -0.272482 0.04 0.04 0.25
H -3.402730 -1.073034 0.497335 -0.83 0.19 -0.65
O -3.826977 -1.222391 -0.392170 0.59 -0.21 0.31
H -0.462935 4.539738 -2.058398 0.16 0.10 -0.34
H 0.064715 4.102690 -0.661177 -0.37 -0.02 0.08
O -0.738186 4.203735 -1.208226 -0.04 -0.12 0.27
H 2.931583 1.457846 3.198260 0.11 0.03 -0.90
H 4.190041 0.778615 2.379264 -0.65 0.35 -0.51
O 3.779607 1.013400 3.209743 0.49 -0.42 1.35

(4)
15
Properties=species:S:1:pos:R:3:forces:R:3 method="wB97M-V/def2-TZVPD" total_charge=0 de_lowest_kj_mol=216.5 spin_multiplicity=1 total_energy_ev=-10418.7598 mol_weight_g_mol=104.10 e_homo_ev=-10.0 homo_lumo_gap_ha=0.3990
C 1.918902 0.839078 0.071605 0.14 0.10 0.05
O 0.864060 -0.065589 -0.161760 -0.10 -0.11 -0.07
C -0.059156 0.257943 -2.480250 0.95 0.85 -0.68
O 0.798869 0.941764 -2.781982 -0.99 -0.74 0.19
C -0.116302 -0.266790 0.834713 -0.11 -0.03 0.21
C -1.437915 -0.661463 0.171472 0.34 0.15 -0.23
O -2.284114 -1.113282 1.212486 -0.25 -0.10 -0.02
H 1.569890 1.871026 0.233108 -0.09 -0.23 0.06
H 2.563951 0.546280 0.912450 -0.22 -0.05 -0.06
H 2.525447 0.831684 -0.840375 -0.10 0.01 0.21
H 0.178946 -1.091109 1.498466 0.02 0.14 0.01
H -0.274030 0.630778 1.449694 0.11 -0.06 -0.12
H -1.879896 0.196205 -0.359002 0.13 -0.12 0.14
H -1.255968 -1.445912 -0.577451 0.04 0.10 0.18
H -3.110701 -1.413678 0.816858 0.14 0.06 0.14

(5)
12
Properties=species:S:1:pos:R:3:forces:R:3 method="wB97M-V/def2-TZVPD" total_charge=0 de_lowest_kj_mol=403.3 spin_multiplicity=1 total_energy_ev=-9706.4042 mol_weight_g_mol=99.09 smiles=Nc1conc1N e_homo_ev=-9.2 homo_lumo_gap_ha=0.3690
N 0.472360 1.714236 0.069415 -0.37 -0.14 -0.15
C 0.487647 0.306214 0.060010 0.66 0.38 -0.13
C 1.713122 -0.203121 0.003608 -1.32 -4.23 1.68
O 1.314809 -1.848106 0.163608 1.79 3.39 -0.29
N -0.024751 -1.923212 0.195292 0.06 1.06 -0.06
C -0.540932 -0.728663 0.172352 0.37 0.51 -0.30
N -1.918456 -0.437087 0.266530 0.21 -0.31 -0.05
H 0.148247 2.163955 0.896383 -0.48 0.37 0.01
H 0.474998 2.200471 -0.807361 -0.27 0.12 0.17
H 2.635451 0.280759 0.412814 -0.64 -1.25 -0.97
H -2.323299 -0.315945 -0.655871 -0.02 0.13 0.10
H -2.405867 -1.196105 0.725165 -0.01 -0.05 -0.03